1.
# C4H8O3

2 unconnected molecules or ions with the total composition C4H8O3 (ωB97M-V with the def2-TZVPD basis set, OMol25).

The HOMO-LUMO gap is 10.948 eV. The value obtained for the highest occupied orbital energy is -10.3 eV.

Structure (XYZ):
```
15
Properties=species:S:1:pos:R:3:forces:R:3
C -1.869 0.738 -0.863 -0.1 0.0 0.0
C -0.670 0.215 -0.070 0.1 0.2 -0.1
O -1.007 -0.861 0.766 0.0 -0.1 0.0
C 0.429 -0.216 -1.020 0.1 -0.4 0.0
O 0.789 -1.374 -1.075 -0.1 0.5 0.0
H -1.599 1.632 -1.437 0.0 -0.1 0.1
H -2.669 1.003 -0.166 0.1 0.0 -0.1
H -2.250 -0.024 -1.551 0.1 0.1 0.1
H -0.269 1.031 0.545 -0.1 -0.1 -0.1
H -0.623 -1.648 0.341 0.0 0.1 0.1
H 0.854 0.553 -1.688 0.0 -0.1 0.1
C 2.224 -0.273 1.561 0.0 0.3 -0.2
O 2.100 0.739 0.914 0.1 -0.5 0.3
H 2.115 -1.273 1.101 0.0 0.1 0.0
H 2.448 -0.243 2.643 0.0 0.0 -0.1
```
Positions in Å, forces in eV/Å.


2.
# CHIS2

2 unconnected molecules or ions with the total composition CHIS2 in a non-equilibrium geometry (ωB97M-V with the def2-TZVPD basis set, OMol25).

The HOMO-LUMO gap is 9.007 eV. The value obtained for the highest occupied orbital energy is -9.9 eV.

Structure (XYZ):
```
5
Properties=species:S:1:pos:R:3:forces:R:3
C 3.345 -0.187 -2.816 -1.6 0.4 0.4
S 2.674 1.011 -3.623 1.4 -1.7 0.9
S 3.665 -1.386 -1.822 0.3 1.2 -1.4
I 1.019 0.125 0.841 1.2 -0.7 -0.8
H 2.287 -0.631 -0.033 -1.3 0.8 0.8
```
Positions in Å, forces in eV/Å.


3.
# Br3OP

2 unconnected molecules or ions with the total composition Br3OP in a non-equilibrium geometry (ωB97M-V with the def2-TZVPD basis set, OMol25).

The HOMO-LUMO gap is 8.645 eV. The value obtained for the highest occupied orbital energy is -10.1 eV.

Structure (XYZ):
```
5
Properties=species:S:1:pos:R:3:forces:R:3
O 1.329 -1.175 0.569 -0.3 -0.2 1.4
P 2.014 -0.843 -0.652 -0.5 -0.1 -1.7
Br 0.468 -1.375 -2.303 0.7 0.3 0.3
Br -2.109 2.734 1.549 -0.2 0.9 0.3
Br -1.702 0.658 0.838 0.2 -0.9 -0.3
```
Positions in Å, forces in eV/Å.


4.
# C24H30N2O3

A single C24H30N2O3 molecule in a non-equilibrium geometry (ωB97M-V with the def2-TZVPD basis set, OMol25).

The HOMO-LUMO gap is 8.776 eV. The value obtained for the highest occupied orbital energy is -8.0 eV.

Structure (XYZ):
```
59
Properties=species:S:1:pos:R:3:forces:R:3
C -1.499 -5.124 0.693 -0.2 0.3 0.0
C -1.948 -3.683 0.474 0.4 -0.1 -0.1
C -2.010 -3.339 -1.014 -0.3 0.2 0.2
C -2.412 -1.880 -1.213 0.1 -0.3 -0.2
N -1.448 -1.016 -0.554 -0.1 0.0 -0.1
C -1.576 0.396 -0.918 -0.2 0.1 0.1
C -0.267 1.143 -0.589 -0.1 -0.3 -0.2
O -0.229 2.328 -0.346 0.0 0.3 0.0
N 0.799 0.312 -0.675 0.1 -0.4 -0.1
C 2.154 0.576 -0.469 0.3 0.2 0.0
C 2.646 1.852 -0.212 -0.2 0.1 0.0
C 4.001 2.041 -0.021 0.1 -0.2 0.0
C 4.899 0.982 -0.079 0.1 -0.1 0.0
C 6.379 1.194 0.130 0.0 0.2 0.0
C 6.952 2.122 -0.943 0.0 -0.3 0.1
C 6.657 1.747 1.529 0.1 -0.2 -0.2
C 4.396 -0.287 -0.337 0.0 0.1 0.0
C 3.045 -0.493 -0.530 -0.2 0.1 0.0
C -2.797 1.084 -0.351 0.1 0.1 0.0
C -2.797 1.612 0.932 0.0 0.0 -0.1
C -3.931 2.200 1.488 -0.3 0.0 0.0
C -5.064 2.234 0.714 0.1 -0.3 -0.6
C -5.075 1.706 -0.577 0.1 0.2 0.6
C -3.960 1.129 -1.129 -0.2 0.1 0.1
O -6.321 1.870 -1.126 0.4 -0.2 -0.2
C -7.087 2.539 -0.148 -1.2 0.4 -0.1
O -6.303 2.743 1.007 0.4 0.0 0.3
C -1.448 -1.260 0.881 0.2 -0.2 0.2
C -1.003 -2.694 1.154 -0.4 0.1 0.0
H -1.467 -5.356 1.755 0.0 -0.1 0.1
H -2.185 -5.816 0.210 0.0 -0.1 0.0
H -0.505 -5.280 0.278 0.1 0.0 -0.1
H -2.949 -3.557 0.902 0.0 0.0 0.0
H -2.727 -3.984 -1.523 0.0 -0.1 0.0
H -1.027 -3.502 -1.461 0.1 0.0 -0.1
H -2.414 -1.644 -2.280 -0.1 0.0 0.0
H -3.432 -1.722 -0.824 0.0 0.0 0.0
H -1.647 0.425 -2.014 0.0 0.0 0.1
H 0.549 -0.657 -0.854 -0.1 0.2 0.0
H 1.964 2.684 -0.163 0.0 0.0 0.0
H 4.359 3.040 0.177 0.0 0.1 0.0
H 6.878 0.222 0.042 -0.1 0.0 0.0
H 6.504 3.110 -0.878 0.0 0.1 0.0
H 6.754 1.721 -1.935 0.0 0.0 -0.1
H 8.028 2.223 -0.818 0.1 0.1 0.0
H 6.244 1.085 2.287 0.0 0.0 0.1
H 7.729 1.835 1.693 0.1 0.1 0.1
H 6.209 2.730 1.652 -0.1 0.1 0.0
H 5.072 -1.129 -0.388 0.1 -0.1 0.0
H 2.672 -1.488 -0.730 0.0 -0.1 0.0
H -1.891 1.594 1.515 0.1 0.0 0.0
H -3.921 2.616 2.481 0.0 0.1 0.1
H -3.984 0.735 -2.132 0.0 -0.1 -0.2
H -7.422 3.512 -0.543 0.2 -0.2 0.1
H -7.969 1.930 0.108 0.3 0.1 0.0
H -0.754 -0.561 1.353 -0.1 0.0 0.0
H -2.447 -1.099 1.318 0.1 0.1 0.0
H -0.984 -2.866 2.232 0.0 0.0 0.1
H 0.009 -2.838 0.769 0.1 0.0 0.0
```
Positions in Å, forces in eV/Å.


5.
# C42H43Cl3N2O4PtS3

A molecular structure, C42H43Cl3N2O4PtS3 (ωB97M-V with the def2-TZVPD basis set, OMol25).

The HOMO-LUMO gap is 7.152 eV. The value obtained for the highest occupied orbital energy is -13.0 eV. Its total charge is +2.

Structure (XYZ):
```
98
Properties=species:S:1:pos:R:3:forces:R:3
Pt -0.204 0.623 0.197 -0.1 0.1 0.0
O -1.682 1.949 -0.243 0.0 0.0 0.0
S -1.482 3.195 -1.147 0.0 0.0 0.0
C 0.306 3.614 -1.304 0.0 0.0 0.0
C 1.192 2.831 -2.283 0.0 0.0 0.0
C 1.181 1.319 -1.979 -0.1 0.0 0.0
C 2.459 0.534 -1.692 0.0 0.0 0.0
S 2.775 0.084 0.036 0.0 0.0 0.0
O 1.446 -0.520 0.554 0.0 0.0 0.0
C 2.906 1.684 0.814 0.0 0.0 0.0
C 2.299 1.852 2.053 0.0 0.0 0.0
C 2.443 3.068 2.706 0.0 0.0 0.0
C 3.195 4.086 2.136 0.0 0.0 0.0
C 3.826 3.890 0.914 0.0 0.0 0.0
C 3.691 2.682 0.247 0.0 0.0 0.0
C -1.856 2.718 -2.812 0.0 0.0 0.0
C -2.091 3.769 -3.692 0.0 0.0 0.0
C -2.376 3.476 -5.016 0.0 0.0 0.0
C -2.446 2.153 -5.431 0.0 0.0 0.0
C -2.237 1.118 -4.530 0.0 0.0 0.0
C -1.938 1.390 -3.201 0.0 0.0 0.0
H 0.682 3.562 -0.276 0.0 0.0 0.0
H 0.262 4.670 -1.581 0.0 0.0 0.0
H 2.197 3.249 -2.201 0.0 0.0 0.0
H 0.852 2.999 -3.304 0.0 0.0 0.0
H 0.577 0.768 -2.691 0.0 0.0 0.0
H 0.577 1.438 -1.051 0.1 0.0 0.1
H 3.361 1.039 -2.042 0.0 0.0 0.0
H 2.416 -0.438 -2.186 0.0 0.0 0.0
H 1.735 1.050 2.513 0.0 0.0 0.0
H 1.977 3.213 3.671 0.0 0.0 0.0
H 3.308 5.029 2.655 0.0 0.0 0.0
H 4.436 4.673 0.484 0.0 0.0 0.0
H 4.214 2.531 -0.689 0.0 0.0 0.0
H -2.070 4.797 -3.350 0.0 0.0 0.0
H -2.564 4.279 -5.715 0.0 0.0 0.0
H -2.683 1.927 -6.462 0.0 0.0 0.0
H -2.315 0.091 -4.859 0.0 0.0 0.0
H -1.789 0.581 -2.496 0.0 0.0 0.0
Cl -3.000 4.587 7.886 0.0 0.0 0.0
C -2.092 3.229 7.332 0.0 0.0 0.0
C -1.320 3.338 6.186 0.0 0.0 0.0
C -0.594 2.241 5.754 0.0 0.0 0.0
C -0.621 1.033 6.442 0.0 0.0 0.0
C 0.145 -0.170 5.935 0.0 0.0 0.0
C -0.766 -1.171 5.214 0.0 0.0 0.0
N -1.221 -0.608 3.947 0.0 0.0 0.0
C -2.330 0.178 3.728 0.0 0.0 0.0
C -2.228 0.658 2.463 0.0 0.0 0.0
N -1.056 0.165 1.926 0.1 0.0 0.0
C -0.474 -0.592 2.844 0.0 0.0 0.0
O 1.150 0.211 5.011 0.0 0.0 0.0
C 2.465 0.275 5.575 0.0 0.0 0.0
C 3.001 -1.088 5.892 0.0 0.0 0.0
C 3.235 -2.049 4.952 0.1 0.0 0.0
Cl 3.013 -1.877 3.248 0.0 0.0 0.0
S 3.831 -3.509 5.608 -0.1 0.0 0.0
C 3.762 -2.860 7.187 0.0 0.0 0.0
C 3.314 -1.576 7.194 0.0 0.0 0.0
C -1.409 0.960 7.589 0.0 0.0 0.0
Cl -1.486 -0.522 8.494 0.0 0.0 0.0
C -2.143 2.042 8.045 0.0 0.0 0.0
H -1.292 4.274 5.646 0.0 0.0 0.0
H 0.011 2.310 4.861 0.0 0.0 0.0
H 0.586 -0.709 6.779 0.0 0.0 0.0
H -1.632 -1.422 5.822 0.0 0.0 0.0
H -0.211 -2.082 4.996 0.0 0.0 0.0
H -3.084 0.324 4.482 0.0 0.0 0.0
H -2.886 1.297 1.904 0.0 0.0 0.0
H 0.470 -1.100 2.743 0.0 0.0 0.0
H 2.461 0.905 6.468 0.0 0.0 0.0
H 3.078 0.765 4.817 0.0 0.0 0.0
H 4.064 -3.463 8.028 0.0 0.0 0.0
H 3.211 -0.986 8.094 0.0 0.0 0.0
H -2.739 1.961 8.942 0.0 0.0 0.0
C -3.565 -7.022 -2.048 0.0 0.0 0.0
C -2.662 -5.832 -1.919 0.0 0.0 0.0
C -1.391 -5.950 -1.370 0.0 0.0 0.0
C -0.546 -4.860 -1.247 0.0 0.0 0.0
C 0.821 -5.085 -0.644 0.0 0.0 0.0
C -0.991 -3.597 -1.698 0.0 0.0 0.0
C -0.083 -2.472 -1.561 0.0 0.0 0.0
O -0.255 -1.321 -1.957 0.0 0.0 0.0
C -2.283 -3.459 -2.255 0.0 0.0 0.0
C -2.821 -2.143 -2.743 0.0 0.0 0.0
C -3.088 -4.578 -2.353 0.0 0.0 0.0
H -3.100 -7.923 -1.652 0.0 0.0 0.0
H -3.817 -7.198 -3.095 0.0 0.0 0.0
H -4.501 -6.854 -1.515 0.0 0.0 0.0
H -1.051 -6.922 -1.033 0.0 0.0 0.0
H 0.941 -6.135 -0.388 0.0 0.0 0.0
H 0.967 -4.507 0.270 0.0 0.0 0.0
H 1.623 -4.826 -1.337 0.0 0.0 0.0
H 0.857 -2.699 -1.035 0.0 0.0 0.0
H -2.192 -1.740 -3.537 0.0 0.0 0.0
H -2.840 -1.402 -1.942 0.0 0.0 0.0
H -3.833 -2.270 -3.123 0.0 0.0 0.0
H -4.080 -4.477 -2.779 0.0 0.0 0.0
```
Positions in Å, forces in eV/Å.


6.
# C44H48CrN10O3

A molecular structure, C44H48CrN10O3 in a non-equilibrium geometry (ωB97M-V with the def2-TZVPD basis set, OMol25).

Its multiplicity is 4. The HOMO-LUMO gap (spin up / spin down) is 5.807 / 5.830 eV. The value obtained for the highest occupied orbital energy (spin up / spin down) is -13.9 / -13.9 eV. Its total charge is +3.

Structure (XYZ):
```
106
Properties=species:S:1:pos:R:3:forces:R:3
Cr -0.239 0.281 0.111 -0.3 0.7 -0.6
C -2.042 -0.393 2.496 -0.8 -0.2 -0.1
C -2.610 -1.560 1.690 0.1 0.1 0.1
C -2.904 -1.252 0.245 -0.4 -0.5 0.3
C -3.973 -1.909 -0.361 0.2 0.2 -0.1
C -4.291 -1.645 -1.680 0.2 0.1 0.1
C -3.569 -0.656 -2.334 0.0 0.0 0.1
C -2.545 -0.024 -1.660 -0.2 0.2 -0.6
N -2.164 -0.355 -0.421 0.0 0.1 0.2
N -0.647 -0.068 2.164 0.1 0.0 -0.2
C 0.228 -1.196 2.543 0.6 -0.5 0.0
C 0.372 -2.192 1.439 0.1 -0.2 0.4
C 0.703 -3.517 1.672 0.0 0.3 -0.1
C 0.984 -4.334 0.589 -0.1 0.3 0.0
C 0.874 -3.801 -0.687 -0.1 0.1 0.2
C 0.476 -2.486 -0.825 0.1 -0.3 -0.7
N 0.254 -1.682 0.212 -0.1 -0.3 0.2
C -0.198 1.091 2.944 0.2 0.7 0.2
C 1.060 1.644 2.330 -0.1 0.2 0.4
C 1.852 2.544 3.027 -0.1 -0.2 -0.2
C 2.978 3.061 2.409 -0.3 -0.1 -0.1
C 3.275 2.638 1.122 -0.2 0.0 -0.1
C 2.425 1.741 0.495 0.5 0.3 -0.3
N 1.328 1.262 1.076 0.0 -0.2 0.3
H -2.118 -0.642 3.564 0.1 0.1 -0.1
H -2.661 0.490 2.323 0.1 0.0 0.0
H -3.550 -1.853 2.165 0.1 0.0 0.0
H -1.946 -2.426 1.747 -0.2 0.0 0.1
H -4.547 -2.623 0.205 0.0 -0.1 0.1
H -5.096 -2.169 -2.172 -0.1 0.0 0.0
H -3.802 -0.379 -3.348 -0.1 0.2 -0.1
H -2.013 0.800 -2.111 0.1 0.0 -0.1
H -0.100 -1.670 3.477 0.0 0.2 -0.1
H 1.239 -0.801 2.687 -0.1 0.0 0.1
H 0.762 -3.888 2.682 0.0 0.0 0.1
H 1.278 -5.358 0.739 0.0 -0.2 0.0
H 1.098 -4.397 -1.555 -0.1 -0.1 -0.2
H 0.349 -2.031 -1.796 0.0 0.0 0.0
H -0.016 0.821 3.995 -0.1 0.0 -0.2
H -0.965 1.871 2.940 0.0 -0.2 0.0
H 1.577 2.827 4.031 0.0 0.0 0.1
H 3.593 3.784 2.918 0.2 0.1 0.1
H 4.148 3.011 0.616 0.1 0.0 -0.2
H 2.608 1.386 -0.511 0.1 0.1 0.0
N 4.956 -1.086 -0.570 0.1 -0.1 -0.2
C 3.619 -1.284 -0.606 -0.2 -0.1 -0.1
N 3.016 -1.044 0.525 -0.2 -0.3 0.0
C 4.025 -0.681 1.396 0.9 0.0 -0.2
C 4.005 -0.336 2.745 0.0 -0.1 0.0
C 5.206 -0.034 3.352 -0.2 0.1 0.2
C 6.419 -0.057 2.660 0.1 0.0 -0.2
C 6.470 -0.402 1.325 0.0 0.1 0.0
C 5.262 -0.703 0.712 -0.3 0.1 0.6
H 5.614 -1.253 -1.314 -0.1 0.0 0.0
H 3.112 -1.611 -1.496 0.0 -0.1 -0.2
H 3.090 -0.321 3.322 0.0 0.0 0.1
H 5.205 0.221 4.399 0.1 0.0 0.1
H 7.329 0.192 3.182 0.1 0.0 0.0
H 7.398 -0.438 0.777 0.2 0.0 0.0
C -6.076 5.193 -2.508 -0.4 0.1 0.1
C -4.654 5.621 -2.576 0.6 0.1 0.0
C -3.636 4.739 -2.939 -0.5 0.3 0.2
C -2.319 5.145 -3.000 0.3 0.6 -0.1
C -1.980 6.467 -2.692 -1.2 -0.6 -0.1
N -0.674 6.939 -2.739 0.8 0.6 0.1
C 0.520 6.271 -2.702 -0.4 0.3 0.0
O 1.521 6.704 -3.207 0.4 0.1 -0.1
N 0.578 5.028 -2.058 0.4 -0.5 -0.1
C -0.187 4.430 -1.093 -0.3 -0.2 0.5
C -1.111 5.089 -0.274 0.1 -0.3 0.1
C -1.881 4.330 0.587 0.1 -0.3 -0.1
C -1.719 2.955 0.622 -0.5 0.1 0.4
N -0.770 2.322 -0.075 -0.3 -0.1 0.0
C -0.022 3.056 -0.890 0.4 0.5 -0.4
C -3.000 7.369 -2.356 0.6 -0.3 0.0
C -4.307 6.947 -2.290 -0.2 -0.5 -0.1
H -6.215 4.187 -2.894 -0.1 -0.1 0.0
H -6.702 5.880 -3.075 -0.1 -0.1 -0.1
H -6.434 5.227 -1.478 -0.1 -0.1 0.0
H -3.884 3.721 -3.202 -0.1 -0.1 0.0
H -1.561 4.451 -3.330 0.1 -0.1 0.0
H -0.566 7.909 -3.020 0.1 -0.3 0.0
H 1.421 4.533 -2.322 -0.1 0.2 0.0
H -1.211 6.161 -0.287 0.0 0.1 -0.1
H -2.606 4.802 1.233 -0.1 0.0 0.0
H -2.365 2.341 1.232 0.0 0.0 0.0
H 0.756 2.541 -1.430 0.0 0.0 -0.1
H -2.750 8.396 -2.143 0.0 0.2 0.0
H -5.081 7.649 -2.024 -0.1 0.1 0.0
O -0.350 1.752 -3.420 -0.2 0.0 0.2
C 0.203 0.679 -3.156 0.1 0.6 -1.6
O 0.406 0.181 -2.029 0.1 -0.7 2.0
C 0.682 -0.118 -4.426 -0.1 -0.1 1.0
N 0.519 0.831 -5.565 0.0 0.8 0.1
C -0.338 0.202 -6.614 -0.4 -0.5 -0.6
C -0.247 -1.286 -6.307 -0.1 0.0 0.1
C -0.234 -1.298 -4.778 0.1 0.0 -0.1
H 1.720 -0.434 -4.317 -0.1 0.1 -0.1
H 1.408 1.142 -5.957 -0.1 0.0 0.1
H 0.038 1.650 -5.082 0.3 -0.3 -0.4
H 0.014 0.460 -7.611 0.0 0.1 0.1
H -1.364 0.552 -6.495 0.1 0.1 0.1
H 0.675 -1.707 -6.706 0.0 0.0 0.0
H -1.083 -1.842 -6.723 0.0 0.0 -0.1
H 0.133 -2.236 -4.372 0.0 0.0 0.1
H -1.242 -1.125 -4.396 0.0 0.0 0.1
```
Positions in Å, forces in eV/Å.